Entry 1:
The following is a quantum chemistry calculation of C27H25BF4HfN5O4S2 as an isolated structure, from the Open Molecules 2025 dataset.

The geometry in XYZ format:
```
69
Properties=species:S:1:pos:R:3
Hf -0.07 -0.56 -0.32
S 1.02 -2.30 -4.75
S 2.76 3.26 -2.21
F -2.31 -1.62 2.96
F -2.37 -0.30 1.07
F -1.66 0.58 3.09
F -0.38 -0.93 1.87
O -1.79 -1.67 -1.10
O -1.26 0.99 -1.32
O 0.34 -2.62 0.06
O -0.37 1.37 0.62
N 0.79 -1.22 -2.42
N 2.07 -0.81 0.77
N 1.79 2.92 0.24
N 1.52 1.16 -1.35
N 0.04 -3.46 -2.57
C -0.78 -5.31 2.21
C 4.02 0.67 0.83
C 4.73 1.69 1.44
C 2.84 0.22 1.41
C 2.50 1.95 -3.30
C 1.83 0.96 -2.68
C 1.60 -0.70 -4.54
C 2.37 0.77 2.59
C -3.00 5.55 -0.16
C 0.57 -2.35 -3.09
C -2.69 -4.39 1.11
C -1.12 1.78 -0.33
C 1.94 2.37 -0.97
C -2.16 -5.29 2.00
C 4.27 2.25 2.63
C -2.43 5.02 0.99
C -1.87 -3.48 0.42
C -3.89 -2.66 -0.92
C -1.78 3.09 -0.27
C 3.10 1.79 3.20
C -2.45 -2.57 -0.54
C -2.36 3.62 -1.42
C 0.05 -4.43 1.55
C -1.81 3.78 0.93
C 1.41 -0.30 -3.27
C -2.97 4.86 -1.36
C -0.48 -3.48 0.67
B -1.77 -0.54 2.34
H -4.08 -2.01 -1.77
H 4.38 0.24 -0.09
H -2.34 3.05 -2.34
H 5.65 2.04 1.00
H 0.06 -3.52 -1.56
H 1.12 -4.44 1.71
H -4.49 -2.31 -0.07
H -1.38 3.33 1.82
H 2.65 -1.31 0.09
H 2.74 2.21 4.13
H 0.03 -4.31 -3.11
H -2.48 5.56 1.92
H -3.76 -4.38 0.95
H 2.86 1.99 -4.32
H 2.05 -0.15 -5.35
H 4.84 3.04 3.11
H -2.79 -5.98 2.54
H -4.21 -3.68 -1.14
H -3.43 5.28 -2.24
H -3.49 6.52 -0.11
H 1.80 -1.51 1.46
H 1.21 2.48 0.93
H -0.35 -6.02 2.90
H 2.15 3.84 0.41
H 1.45 0.41 3.03
```

HOMO = -10.77 eV
charge = +1
energy relative to the best compared isomer or geometry (same formula, charge and spin) = 0.2 kcal/mol
lowest unoccupied orbital energy = -2.994 eV

---

Entry 2:
The following is a quantum chemistry calculation of a 2-piece molecular cluster, C3H11N2O2 overall at a distorted geometry, from the Open Molecules 2025 dataset.

The geometry in XYZ format:
```
18
Properties=species:S:1:pos:R:3
O 1.86 0.17 0.87
O -2.58 1.39 0.05
N 0.86 -1.70 0.18
N 0.27 1.92 -0.21
C 0.03 0.48 -0.59
C 0.93 -0.35 0.27
C -0.24 -2.46 -0.37
H 0.21 0.39 -1.66
H -0.37 2.51 -0.73
H -2.60 1.75 0.95
H 1.53 -2.15 0.77
H -0.59 -3.10 0.43
H -1.04 0.27 -0.49
H 0.10 -3.07 -1.21
H 1.21 2.24 -0.38
H 0.00 1.97 0.77
H -3.53 1.28 -0.10
H -1.01 -1.93 -0.93
```

HOMO = -13.55 eV
charge = +1
energy relative to the best compared isomer or geometry (same formula, charge and spin) = 34.1 kcal/mol
lowest unoccupied orbital energy = -3.513 eV

---

Entry 3:
The following is a quantum chemistry calculation of C35H34ClInNOSi2 as an isolated structure at a distorted geometry, from the Open Molecules 2025 dataset.

The geometry in XYZ format:
```
75
Properties=species:S:1:pos:R:3
In -0.07 -0.53 2.04
Cl 2.10 0.51 1.99
Si 1.96 1.72 -1.95
Si -0.64 -1.04 -1.96
O 0.88 -2.06 3.67
N 0.20 0.40 4.31
C 0.72 2.95 -1.30
C 1.44 -1.59 4.92
C 0.66 0.73 -3.96
C 1.38 -4.00 -4.19
C 0.13 -1.70 -0.26
C -1.64 2.27 -4.35
C -1.59 4.36 -0.53
C 0.22 2.84 0.01
C 0.90 -3.75 -5.48
C 0.38 -0.29 -0.63
C -0.65 -2.13 -4.56
C 0.87 -3.28 -3.10
C 1.28 -2.56 -0.05
C -2.40 -1.02 4.61
C 0.22 3.99 -2.10
C 1.72 0.09 -1.10
C -1.64 1.23 -3.41
C 0.95 -0.21 5.23
C -0.50 2.53 -5.12
C 2.75 -0.83 -0.95
C -0.96 4.65 -1.74
C -0.51 0.46 -3.20
C -0.11 -2.30 -3.27
C -2.75 -0.29 3.45
C -2.86 -1.23 2.36
C -0.99 3.45 0.36
C 0.65 1.75 -4.93
C 0.81 1.72 6.67
C 0.08 2.36 5.66
C -0.17 1.67 4.48
C -2.57 -2.53 2.87
C -0.14 -2.83 -5.66
C -2.25 -2.39 4.25
C 2.54 -2.11 -0.39
C 1.28 0.43 6.44
H -0.55 -2.65 -6.65
H -1.45 3.22 1.32
H 2.15 -4.75 -4.02
H -0.84 -2.08 0.13
H -0.67 2.17 3.64
H 1.02 2.24 7.60
H -2.33 -0.62 5.62
H -0.32 0.52 -0.33
H -2.55 1.02 -2.84
H 1.21 -2.95 3.46
H -2.64 -3.47 2.32
H -3.21 -1.00 1.36
H 0.73 4.24 -3.04
H -2.09 -1.14 -1.67
H 1.12 -2.29 5.71
H -0.50 3.34 -5.85
H -1.42 -1.38 -4.74
H -2.52 2.90 -4.46
H 3.75 -0.54 -1.26
H 3.40 -2.77 -0.26
H 1.30 -3.49 -2.12
H 1.34 -4.26 -6.34
H -2.98 0.77 3.40
H 1.89 -0.12 7.16
H -2.52 4.87 -0.25
H -1.99 -3.19 4.93
H 0.77 2.23 0.74
H 3.24 2.20 -1.68
H 2.53 -1.60 4.84
H -1.40 5.38 -2.42
H 1.55 1.95 -5.52
H 1.09 -3.57 0.31
H -0.28 3.38 5.76
H 1.50 0.02 -3.97
```

HOMO (spin up / spin down) = -9.46 / -8.81 eV
charge = +1
energy relative to the best compared isomer or geometry (same formula, charge and spin) = 87.9 kcal/mol
lowest unoccupied orbital energy (spin up / spin down) = -4.404 / -4.541 eV